## a
{"formula": "CH5N", "method": "ωB97M-V/def2-TZVPD", "homo_ev": -9.97, "smiles": "CN", "symbols": ["C", "H", "H", "H", "H", "H", "N"], "xyz": [[-0.5342, 0.0108, -0.0565], [-0.9696, 1.0308, -0.2753], [-0.8525, -0.5041, -0.9439], [-1.1337, -0.3853, 0.8188], [1.3537, 0.6983, 0.4846], [1.1595, -0.8979, 0.1886], [0.9767, 0.0473, -0.2163]], "lowdin_charge": [-0.22, 0.07, 0.04, 0.08, 0.05, 0.06, -0.08]}


## b
{"formula": "CH5N", "method": "ωB97M-V/def2-TZVPD", "homo_ev": -9.49, "symbols": ["C", "H", "H", "H", "H", "H", "N"], "xyz": [[-0.5663, -0.0579, -0.1212], [-0.9490, 0.9247, -0.7577], [-1.0708, -0.8246, -0.4247], [-1.0419, -0.1597, 0.9232], [1.2197, 0.9451, 0.5296], [1.5163, -0.7486, 0.1411], [0.8919, -0.0790, -0.2902]], "lowdin_charge": [-0.27, 0.13, -0.03, 0.08, 0.20, 0.01, -0.12]}


Most stable = a


## a
{"formula": "H3N2O3S", "method": "ωB97M-V/def2-TZVPD", "total_charge": -1, "homo_ev": -4.87, "smiles": "NNS(=O)(=O)[O-]", "symbols": ["N", "N", "O", "O", "O", "S", "H", "H", "H"], "xyz": [[-0.3100, 0.1281, -1.3882], [-0.1540, 0.8985, -0.2142], [0.7378, 0.5155, 2.1111], [1.2870, -1.1317, 0.4197], [-0.9862, -1.0446, 1.2871], [0.2479, -0.2526, 1.0354], [-0.2621, -0.7897, -1.0565], [-1.2610, 0.2745, -1.7567], [0.7007, 1.4020, -0.4377]], "lowdin_charge": [-0.09, -0.23, -0.36, -0.42, -0.40, 0.37, 0.00, 0.06, 0.07]}


## b
{"formula": "H3N2O3S", "method": "ωB97M-V/def2-TZVPD", "total_charge": -1, "homo_ev": -3.96, "symbols": ["N", "N", "O", "O", "O", "S", "H", "H", "H"], "xyz": [[1.8190, 0.1205, -1.2628], [2.6479, 0.7854, -0.6092], [-2.5510, 0.3410, 1.4266], [-1.7310, -1.0525, -0.5064], [-0.2493, -0.6024, 1.3655], [-1.6050, -1.0338, 0.9700], [-2.7336, 0.6233, 0.5206], [0.9061, 0.5331, -1.1277], [3.4968, 0.2854, -0.7766]], "lowdin_charge": [-0.01, -0.03, -0.38, -0.57, -0.57, 0.56, -0.01, 0.02, 0.00]}


Most stable = a


## a
{"formula": "C6H11NO3", "method": "ωB97M-V/def2-TZVPD", "homo_ev": [-6.00, -6.00], "symbols": ["C", "N", "C", "O", "O", "O", "H", "H", "H", "H", "H", "C", "C", "C", "C", "H", "H", "H", "H", "H", "H"], "xyz": [[0.9176, 1.7507, -1.0553], [0.8707, 0.5495, -0.1886], [0.3590, 0.7133, 1.2285], [2.1966, 0.0647, -0.1008], [-0.6024, 1.6616, 1.2638], [1.0799, 0.4363, 2.1659], [2.3222, -0.0785, 0.8628], [-0.8670, 1.7738, 2.1883], [1.4723, 1.5561, -1.9674], [1.3806, 2.5555, -0.4902], [-0.0981, 2.0429, -1.3121], [-1.0543, -1.0242, 0.5637], [-0.1215, -0.7763, -0.7033], [-2.3799, -0.7877, 0.5283], [0.5251, -1.9176, -1.1923], [-0.6729, -1.7617, 1.2650], [-0.7490, -0.2764, -1.4398], [-2.8460, -0.2256, -0.2731], [1.1971, -2.4662, -0.5471], [-3.0848, -1.2571, 1.2008], [0.1547, -2.5333, -1.9970]], "lowdin_charge": [0.02, -0.18, -0.49, 0.02, 0.13, 0.14, 0.11, 0.15, 0.11, 0.10, 0.10, -0.18, -0.32, -0.01, -0.08, 0.11, 0.12, 0.06, 0.02, 0.05, 0.02]}


## b
{"formula": "C6H11NO3", "method": "ωB97M-V/def2-TZVPD", "homo_ev": -9.30, "smiles": "C=CC(=O)NC.CC(=O)O", "symbols": ["C", "C", "C", "N", "C", "C", "C", "O", "O", "O", "H", "H", "H", "H", "H", "H", "H", "H", "H", "H", "H"], "xyz": [[0.3697, -1.6345, -0.5095], [1.5249, 1.3296, -1.1812], [0.1714, -1.8789, 0.9599], [0.2195, 0.9731, -0.6653], [-0.1154, 1.3095, 0.6102], [-1.5366, 1.1144, 1.0067], [-2.5496, 0.7639, 0.2254], [1.6344, -1.7304, -0.9494], [-0.5359, -1.4356, -1.3227], [0.7193, 1.6226, 1.4513], [2.2653, -1.7614, -0.2174], [-0.4315, 0.2832, -1.2825], [-1.7147, 1.3744, 2.0433], [1.4822, 2.2949, -1.6913], [1.8695, 0.5639, -1.8779], [2.2438, 1.3958, -0.3623], [0.5299, -2.8761, 1.2130], [0.7271, -1.1426, 1.5434], [-0.8791, -1.7885, 1.2128], [-3.5507, 0.6751, 0.6199], [-2.4436, 0.5475, -0.8263]], "lowdin_charge": [-0.55, -0.08, 0.02, -0.02, -0.54, -0.09, 0.04, 0.11, 0.03, 0.03, 0.13, 0.16, 0.11, 0.08, 0.08, 0.08, 0.10, 0.09, 0.09, 0.06, 0.06]}


## c
{"formula": "C6H11NO3", "method": "ωB97M-V/def2-TZVPD", "homo_ev": -9.27, "smiles": "CC(=O)CCO/N=C(\\C)O", "symbols": ["C", "C", "C", "C", "C", "C", "N", "O", "O", "O", "H", "H", "H", "H", "H", "H", "H", "H", "H", "H", "H"], "xyz": [[0.0172, -0.9365, 1.9390], [0.7488, 0.3967, -1.7403], [0.7689, 1.3486, -0.5547], [-0.4665, -0.4602, -1.8010], [0.7942, -0.6717, 3.1491], [-1.6649, 0.4771, -2.1819], [0.1614, -0.4465, 0.7922], [-0.7994, -1.9724, 2.0542], [1.1909, 0.6279, 0.6787], [-0.5909, -1.6208, -1.5795], [0.8459, 0.9532, -2.6521], [1.6253, -0.1849, -1.8322], [1.5392, 2.1317, -0.6259], [-0.3030, 1.8115, -0.4560], [0.5667, -1.3512, 3.9301], [0.6737, 0.3457, 3.3861], [1.8359, -0.9179, 2.9426], [-1.6109, 1.3098, -1.4246], [-2.5602, 0.0412, -2.1536], [-1.4088, 0.9666, -3.1560], [-1.3634, -1.8480, 1.2859]], "lowdin_charge": [-0.48, -0.15, -0.16, -0.47, 0.02, 0.00, 0.13, 0.11, -0.13, 0.09, 0.11, 0.11, 0.12, 0.13, 0.08, 0.08, 0.10, 0.07, 0.02, 0.10, 0.11]}


Most stable = b


## a
{"formula": "C5H12N2O", "method": "ωB97M-V/def2-TZVPD", "total_charge": 1, "homo_ev": [-14.45, -14.34], "s_squared": 0.77, "multiplicity": 2, "symbols": ["N", "C", "C", "C", "N", "C", "C", "O", "H", "H", "H", "H", "H", "H", "H", "H", "H", "H", "H", "H"], "xyz": [[1.7761, 0.4062, -1.7231], [0.4799, 0.3434, -0.8741], [-0.3473, 1.6261, -0.9804], [0.6457, 0.1605, 0.6317], [-0.3658, -0.4324, 1.4020], [-1.0285, -1.6610, 0.8427], [-2.1349, -1.2811, -0.1864], [1.4739, 0.7858, 1.3168], [1.4716, 0.6727, -2.6208], [2.3470, 1.2105, -1.3504], [-0.0930, -0.4223, -1.2341], [-1.4103, 1.6610, -0.5621], [-0.3473, 1.8483, -2.0116], [0.1473, 2.4728, -0.4673], [-0.1709, -0.4027, 2.3979], [-1.6233, -2.0003, 1.7957], [-0.4796, -2.5105, 0.5222], [-1.9682, -0.3449, -0.6911], [-2.0886, -2.1494, -0.9397], [-3.1366, -1.2657, 0.2743]], "lowdin_charge": [0.10, -0.29, -0.03, -0.28, 0.17, -0.16, -0.06, 0.30, 0.06, 0.11, 0.09, 0.12, 0.08, 0.11, 0.17, 0.16, 0.11, 0.03, 0.12, 0.09]}


## b
{"formula": "C5H12N2O", "method": "ωB97M-V/def2-TZVPD", "total_charge": 1, "homo_ev": [-12.98, -12.93], "s_squared": 0.76, "multiplicity": 2, "symbols": ["C", "C", "C", "C", "N", "C", "N", "H", "H", "H", "H", "H", "H", "H", "H", "H", "H", "H", "H", "O"], "xyz": [[1.1452, -1.5609, 1.5005], [1.6941, -0.8616, 0.2569], [1.0390, 0.4307, 0.0238], [0.7871, 1.0293, -1.1591], [0.1465, 2.2220, -1.4234], [-0.9848, 2.6221, -1.0149], [-0.2825, -1.3589, 1.8151], [1.7001, -1.3659, 2.4139], [1.2255, -2.6460, 1.3977], [2.7670, -0.6722, 0.4302], [1.5919, -1.4542, -0.6552], [0.7478, 0.9737, 0.9236], [1.0878, 0.6602, -2.1396], [-1.7116, 2.1424, -0.3694], [-1.2248, 3.6054, -1.4235], [-0.4538, -0.4692, 2.2559], [-0.8695, -1.5627, 1.0082], [-3.5310, -0.1630, -1.2825], [-2.1368, -0.9550, -1.6215], [-2.7373, -0.6161, -0.9367]], "lowdin_charge": [-0.25, -0.15, 0.02, -0.04, 0.11, 0.10, 0.01, 0.12, 0.12, 0.16, 0.13, 0.14, 0.15, 0.11, 0.11, 0.06, 0.07, 0.06, 0.04, -0.08]}


Most stable = a